(1)
Below is C10H10Cl2Pm as an isolated structure at a distorted geometry, with properties calculated with ωB97M-V with the def2-TZVPD basis set.

Multiplicity: 5
Expectation value of S²: 6.01
LUMO level (spin up / spin down) in eV: 1.524 / 1.576
Net charge: -1
HOMO-LUMO gap (spin up / spin down) in hartree: 0.1488 / 0.1507

Each line ends with the Mulliken spin population.
Cartesian coordinates (Å):
C1 -3.2939 -1.0334 0.2532  -0.004
C2 -2.0902 -1.2664 -0.4957  -0.007
C3 -1.4573 -0.0102 -0.7250  -0.001
H1 -1.7198 -2.2320 -0.8539  0.001
C4 -2.2309 1.0047 -0.0833  -0.011
C5 -3.3852 0.3759 0.5032  -0.013
H2 -4.2027 0.8972 0.9966  0.000
H3 -4.0114 -1.7976 0.5542  0.001
H4 -0.6890 0.1780 -1.4860  -0.001
H5 -1.9514 2.0588 -0.0222  0.001
Pm1 -1.3329 -0.4390 1.9915  4.061
Cl1 0.0122 -2.5402 2.3127  -0.014
C6 3.3593 0.2203 0.3878  0.000
C7 2.8003 1.4256 -0.1196  0.000
C8 2.0917 1.1188 -1.3201  0.000
H6 2.8844 2.4137 0.3529  0.000
C9 2.2093 -0.2903 -1.5502  0.000
C10 2.9926 -0.8492 -0.4846  0.000
H7 3.2363 -1.9028 -0.3451  0.000
H8 4.0402 0.1345 1.2479  0.000
H9 1.4528 1.8128 -1.8822  0.000
H10 1.6834 -0.8651 -2.3151  0.000
Cl2 -0.3977 1.5861 3.0827  -0.014

---

(2)
Below is C40H35N5O2P2RhS3 as an isolated structure at a distorted geometry, with properties calculated with ωB97M-V with the def2-TZVPD basis set.

Multiplicity: 1
LUMO level (spin up / spin down) in eV: -4.385 / -4.383
Net charge: +1
HOMO-LUMO gap (spin up / spin down) in hartree: 0.1999 / 0.2000

Each line ends with the Mulliken charge.
Cartesian coordinates (Å):
Rh1 -0.0722 0.5219 -0.1023  -0.395
N1 3.2273 0.5593 -0.6701  -0.335
C1 3.7161 -0.6837 -0.2500  0.447
C2 5.0470 -0.8303 0.1316  -0.590
C3 5.5246 -2.0556 0.5590  -0.694
C4 4.6851 -3.1604 0.6037  -0.887
C5 3.3544 -3.0242 0.2473  -0.832
C6 2.8406 -1.7890 -0.1670  0.249
P1 1.0589 -1.5590 -0.4753  2.091
C7 0.8114 -1.3803 -2.2496  0.100
C8 -0.4461 -0.9130 -2.6601  -0.287
C9 -0.7007 -0.6944 -4.0080  -0.841
C10 0.2924 -0.9590 -4.9426  -0.655
C11 1.5405 -1.4248 -4.5352  -0.675
C12 1.8089 -1.6264 -3.1892  -0.513
C13 0.3718 -3.1597 0.0092  0.482
C14 -0.0870 -4.0867 -0.9197  -0.534
C15 -0.5059 -5.3431 -0.4892  -0.782
C16 -0.4609 -5.6721 0.8592  -0.587
C17 -0.0054 -4.7434 1.7899  -0.678
C18 0.4026 -3.4881 1.3669  -0.196
H1 2.8778 0.5714 -1.6157  0.225
H2 3.8768 1.3222 -0.5488  0.141
H3 5.7128 0.0242 0.0711  0.457
H4 6.5667 -2.1571 0.8390  0.394
H5 5.0622 -4.1237 0.9271  0.447
H6 2.7033 -3.8865 0.3066  0.386
H7 -1.2367 -0.7408 -1.9298  0.490
H8 -1.6680 -0.3219 -4.3236  0.511
H9 0.0933 -0.8001 -5.9960  0.412
H10 2.3075 -1.6307 -5.2726  0.463
H11 2.7857 -1.9743 -2.8678  0.487
H12 -0.1174 -3.8388 -1.9738  0.500
H13 -0.8568 -6.0692 -1.2145  0.437
H14 -0.7802 -6.6555 1.1880  0.418
H15 0.0309 -4.9993 2.8434  0.460
H16 0.7578 -2.7586 2.0887  0.422
N2 -7.2060 3.7963 3.2819  -0.478
C19 -6.2083 3.4981 2.3869  1.109
C20 -6.5221 3.1479 1.0640  -0.867
C21 -5.5258 2.8463 0.1631  -0.277
C22 -4.1993 2.8875 0.5693  -0.340
C23 -3.8645 3.2339 1.8722  -0.298
C24 -4.8638 3.5293 2.7792  -0.822
S1 -2.9175 2.6183 -0.5811  0.924
O1 -3.4584 2.6490 -1.9087  -0.769
O2 -1.9319 3.5999 -0.2216  -0.382
N3 -2.1820 1.1315 -0.3523  -0.071
C25 -2.8429 0.0576 0.1927  0.322
N4 -2.0038 -0.9362 0.5370  0.342
C26 -2.5463 -2.0629 1.0171  0.325
C27 -3.9034 -2.2261 1.1598  -0.985
C28 -4.6812 -1.1412 0.7919  -0.324
N5 -4.1684 -0.0146 0.3139  -0.411
H17 -8.1530 3.8777 2.9729  0.189
H18 -6.9835 4.1570 4.1884  0.191
H19 -7.5637 3.1205 0.7544  0.300
H20 -5.7625 2.5765 -0.8622  0.481
H21 -2.8213 3.2782 2.1695  0.332
H22 -4.6090 3.8040 3.7994  0.303
H23 -1.8623 -2.8543 1.2852  0.193
H24 -4.3297 -3.1517 1.5197  0.458
H25 -5.7647 -1.1675 0.8839  0.462
S2 0.7327 2.4906 -1.2999  -0.540
P2 0.9748 3.2221 0.5788  1.153
S3 0.4020 1.7327 1.8551  -0.565
C29 0.3959 4.8342 1.1450  1.000
C30 0.3006 5.0350 2.5165  -0.563
C31 -0.0853 6.2808 2.9939  -0.745
C32 -0.3735 7.3078 2.1051  -0.473
C33 -0.2768 7.0968 0.7347  -0.718
C34 0.1056 5.8564 0.2484  -0.289
C35 2.7768 3.4506 0.7517  0.645
C36 3.5144 2.8474 1.7666  -0.138
C37 4.8557 3.1789 1.9407  -0.628
C38 5.4559 4.1111 1.1089  -0.523
C39 4.7247 4.7039 0.0833  -0.743
C40 3.3911 4.3769 -0.0954  -0.492
H26 0.5287 4.2349 3.2130  0.418
H27 -0.1613 6.4464 4.0606  0.442
H28 -0.6786 8.2774 2.4823  0.406
H29 -0.5138 7.8960 0.0426  0.432
H30 0.1469 5.6738 -0.8210  0.422
H31 3.0440 2.1150 2.4133  0.364
H32 5.4266 2.7114 2.7353  0.460
H33 6.4955 4.3787 1.2565  0.408
H34 5.1933 5.4288 -0.5705  0.422
H35 2.8274 4.8399 -0.9005  0.402

---

(3)
Below is a 2-piece molecular cluster, C2H10N4 overall at a distorted geometry, with properties calculated with ωB97M-V with the def2-TZVPD basis set.

Multiplicity: 1
SMILES string: [H]/N=C/N.NCN
LUMO level in eV: 0.858
HOMO-LUMO gap in hartree: 0.3665

Each line ends with the Mulliken charge.
Cartesian coordinates (Å):
H1 -0.4214 -2.1581 -3.0466  0.241
N1 0.3734 -1.6511 -2.6689  -0.648
C1 0.4757 -0.6146 -3.4219  0.119
N2 1.2438 0.4512 -3.0903  -0.395
H2 -0.2067 -0.5325 -4.2706  0.275
H3 1.6126 1.1169 -3.7469  0.198
H4 1.5809 0.4877 -2.1425  0.213
N3 0.6742 -0.2134 2.2291  -0.567
C2 -0.5822 0.0121 2.9107  -0.434
N4 -1.5891 0.7915 2.2115  -0.559
H5 1.1003 0.7062 2.1153  0.252
H6 0.4649 -0.5749 1.3068  0.272
H7 -0.4259 0.3674 3.9456  0.320
H8 -1.0107 -0.9607 3.2098  0.294
H9 -1.1597 1.4582 1.5782  0.206
H10 -2.1301 1.3141 2.8805  0.214

---

(4)
Below is C38H31IN2O2W as an isolated structure at a distorted geometry, with properties calculated with ωB97M-V with the def2-TZVPD basis set.

Multiplicity: 3
Expectation value of S²: 2.01
LUMO level (spin up / spin down) in eV: -6.339 / -7.411
Net charge: +2
HOMO-LUMO gap (spin up / spin down) in hartree: 0.2800 / 0.2406

Each line ends with the Mulliken spin population.
Cartesian coordinates (Å):
W1 -0.6725 0.1091 0.1456  1.813
O1 -0.9334 -1.1249 -1.0473  -0.135
C1 -0.2505 -2.0866 -1.7841  -0.029
C2 0.9663 -1.3117 -2.3569  0.044
C3 1.9395 -0.8368 -1.3170  0.017
C4 3.2896 -1.0621 -1.5405  -0.005
C5 4.2356 -0.5219 -0.6878  0.014
C6 3.7822 0.1986 0.4030  -0.005
C7 2.4210 0.3258 0.6326  -0.003
C8 1.9694 0.9633 1.9130  0.048
C9 0.8786 2.0531 1.7126  -0.023
O2 -0.2377 1.3243 1.3092  0.017
C10 0.6287 2.8439 2.9954  0.000
C11 0.9462 2.3317 4.2490  0.002
C12 0.7529 3.1012 5.3843  0.000
C13 0.2240 4.3763 5.2819  0.000
C14 -0.1358 4.8730 4.0406  0.000
C15 0.0558 4.1097 2.9029  -0.001
C16 1.3092 2.9873 0.5816  0.009
C17 0.6799 2.9975 -0.6579  0.077
C18 1.0915 3.8788 -1.6453  0.038
C19 2.1466 4.7434 -1.4024  0.003
C20 2.7796 4.7351 -0.1701  0.000
C21 2.3609 3.8663 0.8204  -0.004
N1 1.4932 -0.1622 -0.2285  -0.035
C22 -1.1175 -2.6967 -2.8845  0.000
C23 -2.1877 -3.4963 -2.4903  -0.001
C24 -2.9706 -4.1312 -3.4375  0.000
C25 -2.6966 -3.9708 -4.7858  0.000
C26 -1.6502 -3.1575 -5.1830  0.000
C27 -0.8677 -2.5120 -4.2393  0.003
C28 0.2381 -3.1919 -0.8460  -0.005
C29 0.7331 -4.3635 -1.4085  -0.003
C30 1.1900 -5.3851 -0.5962  -0.001
C31 1.1517 -5.2491 0.7815  0.004
C32 0.6454 -4.0913 1.3508  0.038
C33 0.1927 -3.0659 0.5370  0.062
H1 0.5635 -0.4310 -2.8820  -0.017
H2 1.4958 -1.9382 -3.0720  0.002
H3 3.5857 -1.6414 -2.3985  0.001
H4 5.2899 -0.6614 -0.8658  -0.001
H5 4.4728 0.6423 1.0999  0.001
H6 2.8266 1.3831 2.4361  0.003
H7 1.5227 0.1764 2.5415  -0.015
H8 1.3467 1.3365 4.3682  0.001
H9 1.0163 2.6975 6.3498  0.000
H10 0.1007 4.9820 6.1661  0.000
H11 -0.5673 5.8582 3.9565  0.000
H12 -0.2319 4.5079 1.9408  0.000
H13 -0.1940 2.3239 -0.8627  0.002
H14 0.5832 3.9102 -2.5962  0.001
H15 2.4697 5.4266 -2.1723  0.000
H16 3.5934 5.4151 0.0292  0.000
H17 2.8336 3.8840 1.7907  0.000
H18 -2.3987 -3.6376 -1.4385  -0.001
H19 -3.7902 -4.7588 -3.1246  0.000
H20 -3.2858 -4.4886 -5.5262  0.000
H21 -1.4329 -3.0199 -6.2312  0.000
H22 -0.0697 -1.8774 -4.5914  0.000
H23 0.7416 -4.4812 -2.4817  0.001
H24 1.5674 -6.2915 -1.0442  0.000
H25 1.5129 -6.0448 1.4144  0.000
H26 0.5966 -4.0006 2.4244  0.001
H27 -0.2424 -2.1439 1.0123  0.039
I1 -6.3334 -1.0702 -1.4628  -0.001
C34 -5.0232 -0.0962 -0.1398  -0.009
C35 -5.5051 0.6737 0.9165  0.033
C36 -4.5760 1.2809 1.7496  -0.015
C37 -3.2232 1.1088 1.5143  0.048
N2 -2.7435 0.3630 0.4889  -0.050
C38 -3.6543 -0.2246 -0.3204  0.020
H28 -6.5657 0.7918 1.0802  0.001
H29 -4.9060 1.8844 2.5817  0.000
H30 -2.4863 1.5805 2.1644  0.003
H31 -3.2712 -0.8205 -1.1478  0.010

---

(5)
Below is C3H8N2S2 as an isolated structure at a distorted geometry, with properties calculated with ωB97M-V with the def2-TZVPD basis set.

Multiplicity: 1
LUMO level in eV: -0.929
HOMO-LUMO gap in hartree: 0.3000

Each line ends with the Mulliken charge.
Cartesian coordinates (Å):
C1 1.1610 1.1866 -0.8121  -0.775
C2 0.6108 0.9791 0.5348  -0.289
C3 -0.4596 -0.1098 0.2783  0.469
H1 2.1323 0.4098 -1.0239  0.207
H2 0.3352 0.9059 -1.7201  0.263
H3 1.4482 2.5023 -0.9306  0.249
H4 -0.0720 1.7777 1.0031  0.282
H5 1.3714 0.8343 1.4455  0.256
H6 -0.6965 -1.9049 -0.6079  0.225
H7 1.3832 -2.0740 1.4254  0.141
H8 -4.2001 -0.3624 0.9039  0.162
N1 0.0767 -1.2685 -0.4549  -0.244
N2 -1.6896 0.2604 0.2576  -0.485
S1 1.4321 -2.0810 -0.0045  -0.192
S2 -2.8331 -1.0554 -0.2947  -0.268

---

(6)
Below is a 8-piece molecular cluster, H16O8 overall, with properties calculated with ωB97M-V with the def2-TZVPD basis set.

Multiplicity: 1
SMILES string: O.O.O.O.O.O.O.O
LUMO level in eV: -0.318
HOMO-LUMO gap in hartree: 0.3982

Each line ends with the Mulliken charge.
Cartesian coordinates (Å):
O1 0.2108 0.3330 -0.2246  -0.708
H1 -0.5547 -0.2215 -0.4131  0.311
H2 0.9297 -0.0866 -0.7105  0.371
O2 -1.7260 -2.9787 -0.2140  -0.590
H3 -2.2420 -3.6739 -0.6375  0.305
H4 -2.3437 -2.5713 0.4037  0.295
O3 -4.3310 1.2573 -1.9034  -0.623
H5 -4.6831 0.4193 -1.5827  0.313
H6 -5.0264 1.6000 -2.4761  0.312
O4 3.5168 0.9252 1.7945  -0.602
H7 3.6799 1.6298 2.4317  0.299
H8 3.3132 0.1576 2.3407  0.314
O5 -4.3863 0.2333 2.2502  -0.625
H9 -3.5529 0.3809 1.7890  0.315
H10 -4.4165 -0.7212 2.3801  0.312
O6 4.0590 -1.6437 -1.4721  -0.617
H11 3.2709 -1.0921 -1.5329  0.318
H12 4.0037 -2.0355 -0.5932  0.306
O7 1.3890 -1.9677 0.1884  -0.619
H13 0.5331 -1.5786 -0.0240  0.310
H14 1.8458 -1.2755 0.6794  0.306
O8 1.5623 4.0784 -0.6023  -0.635
H15 1.7993 3.8779 0.3102  0.311
H16 1.0871 3.2940 -0.8989  0.319

---

no.,DFT total energy (eV)
1,-52134.446
2,-107681.069
3,-8195.859
4,-56896.969
5,-27885.812
6,-16638.829